{
  "formula": "C32H79Cd2F2N5O10PS2",
  "method": "ωB97M-V/def2-TZVPD",
  "species": ["Cd", "Cd", "O", "P", "O", "F", "F", "S", "O", "O", "O", "O", "C", "C", "N", "C", "C", "C", "C", "H", "H", "H", "H", "H", "H", "H", "H", "H", "H", "H", "H", "H", "H", "H", "C", "C", "N", "C", "C", "C", "C", "H", "H", "H", "H", "H", "H", "H", "H", "H", "H", "H", "H", "H", "H", "H", "C", "C", "N", "C", "C", "C", "C", "H", "H", "H", "H", "H", "H", "H", "H", "H", "H", "H", "H", "H", "H", "H", "C", "C", "N", "C", "C", "C", "C", "H", "H", "H", "H", "H", "H", "H", "H", "H", "H", "H", "H", "H", "H", "H", "C", "C", "N", "C", "C", "C", "C", "H", "H", "H", "H", "H", "H", "H", "H", "H", "H", "H", "H", "H", "H", "H", "C", "C", "O", "S", "O", "O", "O", "H", "H", "H", "H"],
  "coordinates": [[0.97847, -1.14229, 3.30767], [-2.32075, 2.02993, 1.25977], [0.14120, -1.26041, 1.31967], [-0.58981, -0.74481, 0.15077], [-1.59676, 0.29146, 0.30365], [-1.30596, -1.93744, -0.53820], [0.46866, -0.32499, -0.88243], [-0.71807, 1.81991, 3.49334], [-0.30351, 2.31244, 2.13389], [-0.18641, 2.59914, 4.56367], [-2.21662, 1.84349, 3.36355], [-0.26387, 0.38264, 3.64097], [0.85614, -4.83682, -3.13159], [2.31670, -4.76371, -3.57612], [2.93172, -3.45231, -3.52616], [2.23738, -2.40171, -4.21381], [1.97591, -2.76045, -5.66829], [3.23837, -3.13223, -2.13952], [4.22175, -1.98021, -1.97919], [0.22703, -4.14226, -3.68854], [0.73895, -4.58584, -2.07191], [0.47760, -5.84242, -3.30851], [2.91642, -5.48791, -3.01962], [2.40744, -5.16271, -4.59119], [1.23662, -2.20000, -3.77560], [2.78872, -1.46505, -4.21387], [1.29565, -3.60412, -5.74771], [1.60093, -1.91623, -6.24731], [2.92826, -3.00062, -6.15112], [3.69206, -4.00506, -1.66450], [2.32351, -2.88234, -1.57021], [4.31719, -1.71586, -0.92687], [3.90211, -1.08093, -2.50703], [5.20713, -2.22752, -2.37740], [3.92860, -3.26187, 3.64607], [2.60471, -3.49306, 4.33599], [1.37071, -3.24270, 3.52359], [1.33425, -4.06291, 2.27595], [2.13038, -3.49301, 1.08627], [0.24681, -3.73521, 4.40958], [-1.09651, -3.13109, 4.03054], [4.10242, -3.99663, 2.86007], [4.68140, -3.51531, 4.39535], [4.09459, -2.26956, 3.23040], [2.60148, -4.50971, 4.74149], [2.53516, -2.83501, 5.20613], [0.29894, -4.20449, 1.98966], [1.79688, -5.02112, 2.53252], [2.31135, -2.41785, 1.15894], [1.54887, -3.65514, 0.18297], [3.12708, -3.91563, 0.99732], [0.15388, -4.80817, 4.22660], [0.43733, -3.52575, 5.45754], [-1.96291, -3.69614, 4.37401], [-1.19998, -2.08919, 4.35640], [-1.27987, -3.12050, 2.94700], [6.98795, 2.21452, 0.63020], [6.40963, 3.53643, 0.14013], [4.98799, 3.70066, 0.43870], [4.22951, 2.66408, -0.23690], [2.75416, 2.66666, 0.14102], [4.55033, 5.02723, 0.03961], [4.57363, 5.39424, -1.46490], [8.02994, 2.30734, 0.93840], [6.92829, 1.41474, -0.11289], [6.47798, 1.80892, 1.51054], [6.95358, 4.35210, 0.62341], [6.60861, 3.64738, -0.93824], [4.32033, 2.74405, -1.33487], [4.66066, 1.69442, -0.00080], [2.60478, 2.76107, 1.21844], [2.25367, 3.54429, -0.28082], [2.24384, 1.78861, -0.25403], [5.18527, 5.77876, 0.51448], [3.54757, 5.20912, 0.42922], [4.03625, 4.72332, -2.12753], [5.59331, 5.58413, -1.79580], [4.09305, 6.37779, -1.49770], [-6.84755, 1.81649, 0.31816], [-5.34161, 2.03793, 0.32950], [-4.54961, 1.34585, 1.39769], [-5.16495, 1.58550, 2.72355], [-5.27881, 3.04654, 3.10004], [-4.60719, -0.11043, 1.10697], [-3.86985, -0.99091, 2.11799], [-7.31960, 2.10867, 1.25598], [-7.09763, 0.77277, 0.14408], [-7.26734, 2.46260, -0.45129], [-4.91763, 1.70312, -0.61893], [-5.13410, 3.10564, 0.41788], [-6.11561, 1.05456, 2.85740], [-4.49954, 1.14166, 3.46366], [-4.33470, 3.56826, 2.92217], [-6.08004, 3.56746, 2.56995], [-5.48470, 3.16582, 4.16252], [-4.18411, -0.26095, 0.11150], [-5.64276, -0.46413, 1.09075], [-2.84273, -0.69628, 2.32023], [-3.99177, -2.03272, 1.81757], [-4.39381, -0.93581, 3.07745], [-0.16176, 4.62672, -1.62764], [-0.69712, 3.59064, -0.63896], [-2.18025, 3.53956, -0.41546], [-2.64151, 4.85094, 0.14311], [-2.05693, 5.18681, 1.50423], [-2.89945, 3.34165, -1.68283], [-2.57300, 2.08476, -2.45091], [-0.13535, 5.62638, -1.20114], [-0.58092, 4.55665, -2.62619], [0.89217, 4.35378, -1.75534], [-0.42736, 2.57973, -0.94802], [-0.21055, 3.71092, 0.32485], [-2.34718, 5.62756, -0.56894], [-3.72926, 4.82760, 0.21847], [-0.98722, 5.38420, 1.43919], [-2.51582, 6.11594, 1.85006], [-2.23547, 4.45585, 2.29604], [-2.56751, 4.15834, -2.34338], [-3.96281, 3.55279, -1.60265], [-1.51320, 2.01180, -2.68008], [-3.09555, 2.14745, -3.40681], [-2.91387, 1.18116, -1.94062], [-3.51248, -3.48203, -2.57457], [-2.75314, -4.61990, -1.86442], [-2.20951, -5.44458, -2.92292], [-2.79062, -5.04571, -4.34012], [-4.02057, -5.69464, -4.58063], [-1.76294, -5.11356, -5.29163], [-3.09032, -3.52810, -3.93661], [-3.20353, -2.53479, -2.14346], [-4.58889, -3.62300, -2.50385], [-3.38246, -5.27095, -1.25955], [-1.90006, -4.30811, -1.26842]],
  "e_above_lowest_kcal_mol": 0.0,
  "charge": 1,
  "fmax_ha_per_bohr": 0.04146
}